Record 1
Formula: O2
Source: the OMol25 dataset
Level of theory: the ωB97M-V functional and the def2-TZVPD basis

Structure (XYZ):
```
2
Properties=species:S:1:pos:R:3:forces:R:3:mulliken_charge:R:1
O 0.000000 0.000000 0.596326 0.00 0.00 0.33 0.000
O 0.000000 0.000000 -0.596326 0.00 0.00 -0.33 0.000
```
Positions in Å, forces in eV/Å.

Results
E_HOMO in eV: -9.89
Structure (SMILES): O=O
HOMO-LUMO gap in eV: 7.9
Total charge: 0
Spin multiplicity: 1


Record 2
Formula: C2H3NO2
Source: the OMol25 dataset
Level of theory: the ωB97M-V functional and the def2-TZVPD basis

Structure (XYZ):
```
8
Properties=species:S:1:pos:R:3:forces:R:3:mulliken_charge:R:1
O -1.035009 -1.817917 -0.944169 0.07 -0.19 0.09 -0.486
C -0.872284 -0.788793 -0.351052 0.01 0.00 0.13 0.068
N 0.382503 -0.342394 0.066453 -0.17 0.27 -0.02 -0.103
C 0.614432 0.995391 0.359619 -0.05 -0.32 0.11 0.105
O -0.252283 1.813841 0.498958 -0.01 0.09 -0.05 -0.492
H -1.680940 -0.106454 -0.067463 0.04 0.09 -0.12 0.330
H 1.160174 -0.982101 -0.000911 -0.01 0.05 -0.24 0.238
H 1.683406 1.228427 0.438565 0.13 0.01 0.10 0.340
```
Positions in Å, forces in eV/Å.

Results
E_HOMO in eV: -10.42
Structure (SMILES): O=CNC=O
HOMO-LUMO gap in eV: 11.1
Total charge: 0
Spin multiplicity: 1


Record 3
Formula: C27H46O11Si
Source: the OMol25 dataset
Level of theory: the ωB97M-V functional and the def2-TZVPD basis

Structure (XYZ):
```
85
Properties=species:S:1:pos:R:3:forces:R:3:mulliken_charge:R:1
C -3.407166 0.353025 2.416654 -0.48 0.15 -1.03 -1.203
Si -3.901505 0.776618 0.628675 0.50 -0.37 0.15 0.070
C -3.268049 -0.613338 -0.480470 -0.19 0.36 0.40 0.039
C -3.031298 2.401029 0.201723 -0.34 -0.44 0.03 -1.037
C -5.772528 0.961469 0.635936 -0.19 0.22 0.24 0.129
C -6.630983 -0.300046 1.039554 1.41 1.25 -0.52 -0.814
C -7.211127 -0.606004 -0.320875 0.59 0.38 0.25 -0.057
O -7.666621 0.660211 -0.773534 -0.33 -0.13 -0.13 -0.535
C -6.513123 1.497738 -0.619576 -0.46 -0.25 0.70 -0.775
H -3.971206 -0.525028 2.716899 0.02 -0.15 0.30 0.350
H -2.345360 0.130155 2.441400 0.17 0.04 0.21 0.317
H -3.661821 1.199293 3.047378 0.11 0.00 0.32 0.340
H -2.702173 -0.184352 -1.298531 -0.06 -0.06 -0.37 0.079
H -4.032294 -1.296655 -0.839531 -0.12 -0.03 -0.14 -0.347
H -2.550201 -1.184876 0.099875 0.10 -0.20 0.07 0.253
H -2.855716 2.933948 1.132452 -0.03 0.29 0.03 0.340
H -2.072372 2.221885 -0.276531 0.15 -0.11 -0.05 0.171
H -3.621877 3.009796 -0.478324 -0.06 0.20 -0.02 0.363
H -5.941418 1.696558 1.425313 0.10 0.17 0.09 0.590
H -5.980278 -1.055220 1.468425 -0.25 -0.37 0.11 0.373
H -7.340769 0.104810 1.746457 -0.55 -0.66 0.21 0.297
H -7.956376 -1.390188 -0.337457 -0.41 0.16 -0.29 0.449
H -6.352259 -0.823549 -0.964482 -0.09 -0.82 -0.10 -0.120
H -6.876334 2.490888 -0.386313 -0.03 0.30 -0.45 0.353
H -5.953577 1.483592 -1.555411 0.27 0.04 0.00 0.348
O -0.716677 0.750576 -2.369934 -0.11 -0.15 0.00 -0.635
C 0.138270 0.238115 -1.698521 0.07 0.32 0.03 0.481
O -0.127927 -0.764651 -0.832076 0.16 0.04 -0.05 -0.250
C 1.068862 -1.098952 -0.091364 0.16 -0.10 0.12 -0.448
C 2.221685 -0.608844 -0.947222 0.12 0.06 -0.27 -0.368
C 1.606636 0.604610 -1.639197 0.05 -0.49 0.02 -0.311
H 1.028089 -0.592458 0.875272 0.00 0.03 -0.02 0.233
H 1.089500 -2.173159 0.074626 -0.16 -0.01 -0.02 0.376
H 3.112335 -0.389530 -0.368572 -0.15 0.01 0.00 0.176
H 2.475878 -1.365027 -1.693834 -0.06 -0.01 0.01 0.276
H 1.710981 1.513198 -1.043408 0.00 0.06 -0.07 0.247
H 2.002951 0.777692 -2.635883 -0.06 0.25 0.01 0.245
O 4.107590 -0.068191 1.444045 0.09 -0.06 0.15 -0.629
C 4.667348 -0.988285 1.970960 -0.05 0.28 0.21 0.364
O 4.188876 -2.252001 1.909067 0.01 -0.04 -0.03 -0.339
C 4.998612 -3.127873 2.717835 0.12 -0.11 0.07 -0.420
C 6.341086 -2.421356 2.845663 0.04 0.07 0.06 -0.587
C 5.929859 -0.951117 2.804438 0.19 -0.45 -0.23 0.041
H 4.502836 -3.258769 3.682039 -0.01 0.03 0.00 0.259
H 5.069136 -4.094333 2.225355 -0.12 0.03 -0.08 0.325
H 6.892589 -2.704706 3.739300 -0.05 0.00 0.03 0.332
H 6.964361 -2.650257 1.980783 0.00 -0.01 0.00 0.281
H 5.681412 -0.568817 3.796649 -0.01 0.09 -0.03 0.077
H 6.685808 -0.325068 2.341224 -0.10 0.20 0.09 0.232
O 2.757200 3.114561 -4.071468 0.07 0.03 -0.12 -0.561
C 1.814828 3.413088 -4.746088 -0.06 -0.04 0.30 0.484
O 1.892898 4.325796 -5.746269 0.00 -0.01 -0.04 -0.384
C 0.589391 4.554199 -6.309382 -0.12 0.00 -0.07 -0.424
C -0.219000 3.310651 -5.963755 -0.03 -0.05 0.09 -0.621
C 0.395733 2.897441 -4.627931 -0.04 0.03 -0.55 0.057
H 0.173656 5.458260 -5.858845 0.00 -0.01 0.02 0.243
H 0.693232 4.711682 -7.380291 0.14 0.03 0.02 0.339
H -1.290937 3.493065 -5.924291 0.02 0.06 0.02 0.350
H -0.037677 2.533872 -6.708077 0.00 0.02 -0.02 0.289
H -0.085183 3.391331 -3.783149 0.02 -0.10 0.08 0.194
H 0.387632 1.823993 -4.472749 -0.02 0.03 0.27 0.034
O -3.531036 -6.283045 -2.269228 -0.12 -0.08 0.01 -0.572
C -4.396874 -5.474046 -2.422379 0.28 0.06 -0.06 0.421
O -5.620943 -5.795157 -2.913149 -0.04 0.01 0.03 -0.349
C -6.415062 -4.608636 -3.081834 -0.07 0.09 0.00 -0.514
C -5.803765 -3.580031 -2.140481 0.15 0.06 0.02 -0.174
C -4.329763 -3.983401 -2.149384 -0.46 0.00 0.14 -0.336
H -6.355958 -4.300114 -4.127917 0.03 0.01 0.00 0.262
H -7.450096 -4.841340 -2.843446 0.03 -0.14 -0.02 0.313
H -5.987002 -2.553645 -2.450176 -0.01 -0.03 -0.08 0.303
H -6.213797 -3.707146 -1.136891 -0.02 0.01 -0.01 0.150
H -3.777403 -3.507489 -2.960837 0.08 0.00 0.04 0.235
H -3.829877 -3.790855 -1.204975 0.20 -0.02 -0.09 0.301
O 8.780293 0.610841 3.262664 0.11 -0.23 0.13 -0.591
C 8.446176 1.068597 4.315657 -0.18 0.24 -0.33 0.595
O 8.452180 0.359000 5.468569 0.01 -0.03 0.01 -0.360
C 7.896633 1.147626 6.537722 -0.03 0.10 0.11 -0.411
C 8.051644 2.595068 6.089928 -0.03 0.08 -0.09 -0.465
C 7.925241 2.468187 4.572523 0.20 0.05 0.51 -0.445
H 6.849923 0.863194 6.666626 -0.01 0.01 -0.02 0.258
H 8.436271 0.924275 7.454453 0.05 -0.12 -0.06 0.302
H 7.324009 3.263358 6.545457 -0.04 -0.06 0.00 0.328
H 9.047953 2.956750 6.347025 0.00 -0.01 0.02 0.262
H 6.886643 2.516668 4.240609 0.02 0.01 -0.09 0.234
H 8.519175 3.200843 4.034806 -0.10 -0.04 -0.19 0.325
```
Positions in Å, forces in eV/Å.

Results
E_HOMO in eV: -9.67
Structure (SMILES): C[Si](C)(C)[C@@H]1CCOC1.O=C1CCCO1.O=C1CCCO1.O=C1CCCO1.O=C1CCCO1.O=C1CCCO1
HOMO-LUMO gap in eV: 10.1
Total charge: 0
Spin multiplicity: 1


Record 4
Formula: C11H24CeClINOP2S
Source: the OMol25 dataset
Level of theory: the ωB97M-V functional and the def2-TZVPD basis

Structure (XYZ):
```
43
Properties=species:S:1:pos:R:3:forces:R:3:mulliken_spin:R:1
C -0.033684 0.982805 -7.236791 0.00 -0.11 0.15 0.000
C -0.029584 1.551805 -5.845491 0.01 1.56 -0.28 0.000
H -0.030784 1.799305 -7.963491 0.00 -0.11 0.18 0.000
H -0.918184 0.351905 -7.361291 0.10 0.08 0.02 0.000
H 0.845616 0.344905 -7.362891 -0.10 0.08 0.02 0.000
O -0.020784 2.691205 -5.517191 -0.01 -1.63 -0.06 0.000
I -0.041984 -0.074095 -4.303391 0.00 0.18 0.11 0.000
Ce -0.040384 0.141005 0.591909 0.23 3.26 1.78 1.021
P 2.271816 0.009605 0.499609 11.16 -0.89 -0.60 -0.011
C 3.234116 1.212905 1.491109 -0.08 0.12 0.14 0.012
C 2.937916 -1.611195 1.033109 -0.13 -0.17 0.06 0.000
H 4.023516 -1.657895 0.893909 -0.19 0.06 0.01 0.000
H 4.038916 0.051205 -1.197391 -0.19 0.05 0.10 0.000
H 2.449416 -2.389195 0.440809 0.17 0.00 0.09 0.000
H 2.465516 -0.523595 -1.838791 0.15 0.10 -0.04 0.000
H 2.968716 1.107305 2.546609 0.17 0.15 -0.12 0.000
H 2.695516 -1.770595 2.087109 0.15 -0.16 -0.19 0.000
C 2.954516 0.206505 -1.188791 -0.24 0.03 -0.16 0.002
H 4.310316 1.052105 1.368609 -0.17 0.03 0.00 0.000
H 2.724216 1.210305 -1.555391 0.10 -0.07 -0.09 -0.001
H 2.980016 2.228405 1.175009 0.14 -0.03 0.05 -0.001
P -2.354384 0.043905 0.502309 -11.30 -0.89 -0.68 -0.012
C -3.297884 1.263005 1.492509 0.10 0.13 0.12 0.001
C -3.035884 0.247505 -1.185791 0.19 0.03 -0.14 0.000
H -2.568784 -2.351995 0.446909 -0.16 0.01 0.09 0.000
H -4.130284 -1.596295 0.902709 0.18 0.07 0.02 0.000
H -2.801484 -1.727795 2.093109 -0.16 -0.18 -0.20 0.000
C -3.043884 -1.565995 1.039409 0.13 -0.16 0.08 0.002
H -2.556384 -0.489295 -1.835191 -0.14 0.11 -0.04 0.000
H -4.122084 0.105905 -1.193591 0.18 0.05 0.08 0.000
H -4.376384 1.119605 1.369409 0.17 0.03 0.00 -0.001
H -3.027084 2.274005 1.176209 -0.14 -0.01 0.07 0.000
H -2.793184 1.248105 -1.553691 -0.10 -0.07 -0.08 0.000
H -3.034884 1.153605 2.548209 -0.17 0.17 -0.11 0.000
Cl -0.055284 -1.703895 -0.920691 -0.01 -1.69 -1.06 -0.011
S -0.799884 -0.845295 5.448609 -1.14 -0.09 0.64 0.000
C 0.844016 -0.805795 5.191509 0.63 0.35 -1.65 0.000
C 1.064016 -0.539995 3.850009 -0.43 -0.35 1.66 -0.002
N -0.047184 -0.388495 3.068309 -1.07 -0.12 0.97 0.000
C -1.156384 -0.521795 3.841209 2.28 -0.05 0.00 0.001
H 1.609016 -0.949995 5.942509 -0.26 -0.02 0.03 0.000
H 2.058516 -0.457895 3.501209 0.55 0.10 -0.66 0.000
H -2.158984 -0.425795 3.517909 -0.59 0.03 -0.32 0.000
```
Positions in Å, forces in eV/Å.

Results
E_HOMO (alpha / beta) in eV: -14.26 / -14.26
Expectation value of S²: 0.75
HOMO-LUMO gap (alpha / beta) in eV: 6.9 / 7.0
Total charge: +2
Spin multiplicity: 2


Record 5
Formula: C5H8O2
Source: the OMol25 dataset
Level of theory: the ωB97M-V functional and the def2-TZVPD basis

Structure (XYZ):
```
15
Properties=species:S:1:pos:R:3:forces:R:3:mulliken_charge:R:1
C 0.374042 1.789763 0.503123 0.09 0.17 -0.02 -1.325
C 0.807296 0.358712 0.304310 -0.15 0.24 0.01 0.806
O 2.175874 0.108564 0.420105 0.23 0.15 -0.26 -0.568
C -0.081081 -0.678114 0.895976 -0.10 -0.09 0.13 -0.889
O -1.668732 -2.019252 -0.887361 -0.67 -0.18 -0.57 -0.496
C 0.004913 -0.477451 -0.594809 -0.72 -0.65 0.68 0.084
C -0.751229 -1.146317 -1.438691 0.28 0.05 -0.10 -0.256
H 0.660086 2.103238 1.510409 0.03 0.05 -0.11 0.335
H -0.712908 1.887172 0.400545 0.24 -0.07 0.01 0.337
H 0.850121 2.443813 -0.228379 0.00 0.04 0.03 0.328
H 2.539338 0.107955 -0.471649 0.14 0.04 0.09 0.374
H -0.979558 -0.372282 1.435465 0.22 0.07 -0.10 0.326
H 0.369372 -1.605151 1.242261 0.03 0.18 -0.01 0.220
H -2.258816 -1.486987 -0.339533 0.11 -0.27 0.16 0.336
H -0.758242 -1.185952 -2.522398 0.26 0.25 0.05 0.386
```
Positions in Å, forces in eV/Å.

Results
E_HOMO in eV: -9.31
Structure (SMILES): C[C@@]1(O)C/C1=C\O
HOMO-LUMO gap in eV: 10.1
Total charge: 0
Spin multiplicity: 1